1.
ORCA calculation (ωB97M-V/def2-TZVPD) on 2 unconnected molecules or ions with the total composition C3H9N3O.

XYZ file:
```
16
Properties=species:S:1:pos:R:3:forces:R:3
C 1.1665 -1.4425 0.9972 -0.27 0.86 0.45
C -0.0283 -0.9705 0.2070 -0.32 -2.68 -3.82
N -1.1618 -1.5793 0.3155 1.05 1.34 0.64
H -1.8072 -1.3329 -0.4336 0.09 0.01 -0.07
H -0.0727 0.6777 0.8628 0.17 2.77 -1.71
H 1.9265 -0.6598 1.0491 0.04 -0.09 0.03
H 1.5888 -2.3338 0.5256 -0.14 0.16 -0.07
H 0.8408 -1.6918 2.0078 0.08 -0.04 -0.11
C 0.0073 1.5291 -0.0993 -0.28 0.39 4.22
N 0.3254 -0.2527 -1.0564 -0.36 -1.41 1.44
N -1.2894 1.9302 -0.3990 0.53 -0.61 -0.36
O 0.9961 2.2237 -0.2632 -0.52 -0.58 -0.44
H -2.0439 1.4361 0.0625 0.19 0.51 -0.14
H -0.3808 -0.2467 -1.7860 0.58 -0.24 0.08
H 1.3160 -0.1732 -1.2763 -0.61 -0.10 -0.19
H -1.3832 2.8863 -0.7139 -0.20 -0.29 0.04
```
Positions in Å, forces in eV/Å.

Values from the calculation:
Net charge = 0
E = -9772.8980 eV
SMILES string = [H]/N=C(/C)N.NC=O
Highest occupied orbital energy = -9.049 eV
ΔE to the lowest compared entry with this formula, charge and spin = 60.9 kcal/mol
Frontier orbital gap = 9.90 eV
Maximum force = 0.0909 hartree/bohr

2.
ORCA calculation (ωB97M-V/def2-TZVPD) on 2 unconnected molecules or ions with the total composition C3H9N3O.

XYZ file:
```
16
Properties=species:S:1:pos:R:3:forces:R:3
N -0.3895 -0.8529 0.0397 -0.74 -0.15 -1.05
C -1.0023 -2.0874 0.3721 0.20 0.74 2.29
N -0.1141 -3.1799 0.2629 -1.06 0.47 -0.71
N -2.1117 -2.2365 1.0264 1.04 0.15 -0.56
H -1.0813 -0.0986 -0.1411 0.84 -0.94 0.15
H 0.2728 -0.9123 -0.7538 -0.67 0.17 0.74
H 0.8339 -2.9269 0.4515 0.43 0.26 -0.10
H -0.4115 -3.8866 0.9050 -0.20 -0.44 0.14
H -2.5322 -1.3558 1.3480 0.13 -0.30 -0.84
O 0.5396 1.2148 -1.7829 0.68 0.51 0.01
C 0.7309 2.3192 -1.3284 -1.93 0.07 0.56
C 1.1974 2.6276 0.0645 -0.84 -0.43 0.57
H 0.2764 3.2121 -1.8310 0.68 -0.26 -0.33
H 1.2569 1.7530 0.6990 0.65 -0.53 -0.27
H 0.4414 3.2030 0.6236 0.05 0.33 -0.72
H 2.0932 3.2073 0.0444 0.75 0.35 0.12
```
Positions in Å, forces in eV/Å.

Values from the calculation:
Net charge = 0
E = -9774.2531 eV
SMILES string = N=C(N)N.CC=O
Highest occupied orbital energy = -8.786 eV
ΔE to the lowest compared entry with this formula, charge and spin = 29.7 kcal/mol
Frontier orbital gap = 9.51 eV
Maximum force = 0.0470 hartree/bohr

3.
ORCA calculation (ωB97M-V/def2-TZVPD) on a single C3H9N3O molecule.

XYZ file:
```
16
Properties=species:S:1:pos:R:3:forces:R:3
C 0.2386 1.1633 1.5985 0.80 -0.46 -0.31
N 0.7232 0.2304 -1.1968 0.74 1.81 0.92
C -0.3651 -0.1967 -0.4600 0.13 -0.99 1.46
C -0.2681 -0.0739 0.9004 -1.95 0.00 -0.37
N 0.9648 -0.4306 -2.4380 0.54 0.47 1.03
N -1.0901 -0.8802 1.7358 -0.47 0.00 0.12
O -1.3374 -0.8972 -1.1019 0.38 0.01 0.25
H -1.0048 -1.0784 -1.9955 0.13 -0.06 0.03
H 1.3946 0.4691 -0.3687 -0.21 -0.78 -3.33
H 1.1788 0.2757 -3.1370 0.01 -0.15 0.17
H 1.7626 -1.0587 -2.3566 -0.16 -0.02 -0.06
H -1.7967 -0.3498 2.2357 -0.07 -0.01 0.00
H -1.5568 -1.6102 1.2135 0.03 0.01 0.01
H 1.2519 1.4152 1.2841 0.15 0.33 0.04
H -0.3966 2.0350 1.4161 0.00 -0.07 -0.01
H 0.3010 0.9870 2.6705 -0.05 -0.09 0.04
```
Positions in Å, forces in eV/Å.

Values from the calculation:
Net charge = 0
E = -9772.3325 eV
SMILES string = C/C(N)=C(/O)NN
Highest occupied orbital energy = -6.449 eV
ΔE to the lowest compared entry with this formula, charge and spin = 73.9 kcal/mol
Frontier orbital gap = 7.23 eV
Maximum force = 0.0667 hartree/bohr

4.
ORCA calculation (ωB97M-V/def2-TZVPD) on a gas-phase ion, C3H9N3O (charge +2).

XYZ file:
```
16
Properties=species:S:1:pos:R:3:forces:R:3
C -3.1998 0.3719 -0.1117 0.60 -0.44 0.97
C -0.3423 -0.1546 0.3543 1.77 -1.16 -1.68
C 0.8720 0.3606 -0.0883 -1.10 1.16 -0.04
N -1.4746 0.8034 0.2739 0.53 0.00 -0.62
N -0.6139 -1.4709 0.6497 -0.76 -0.68 0.41
N 2.1989 -0.2925 -0.1577 3.19 0.02 -0.08
O -3.3697 -0.5550 -0.7577 -0.40 0.75 0.08
H -3.6640 1.0857 0.6401 -0.19 -0.70 -1.37
H 0.9501 1.3835 -0.5626 -0.35 -1.30 0.98
H -1.7447 1.0845 1.2277 0.95 0.81 -0.37
H -1.1700 1.5713 -0.4214 -0.82 -0.95 1.90
H -0.0193 -2.3046 0.4417 -0.24 1.65 0.11
H -1.5195 -1.8502 1.0020 0.96 1.15 -0.36
H 2.7727 0.1320 -1.0335 -1.71 -1.51 2.13
H 2.1998 -1.3477 -0.2105 -0.11 1.24 -0.39
H 2.9412 -0.1168 0.6712 -2.32 -0.04 -1.65
```
Positions in Å, forces in eV/Å.

Values from the calculation:
Net charge = +2
E = -9754.3958 eV
SMILES string = N/C(=C\[NH3+])[NH2+]C=O
Highest occupied orbital energy = -17.602 eV
ΔE to the lowest compared entry with this formula, charge and spin = 39.8 kcal/mol
Frontier orbital gap = 9.14 eV
Maximum force = 0.0621 hartree/bohr

5.
ORCA calculation (ωB97M-V/def2-TZVPD) on a single C3H9N3O2 molecule.

XYZ file:
```
17
Properties=species:S:1:pos:R:3:forces:R:3
C -0.8481 -0.8275 -0.3521 -0.56 -0.20 -1.01
C -1.4798 0.5273 -0.4408 -0.50 -1.08 -0.41
N 1.8281 -0.0436 0.6485 -0.08 -0.43 0.80
N -1.0721 -1.7984 -1.4118 -0.07 0.00 0.38
C 0.9037 0.9208 0.0714 0.45 0.32 -0.94
O 1.2807 -0.5120 1.9259 -0.19 0.14 -0.41
O 0.3765 1.7088 1.1212 0.23 0.14 -0.08
N -0.0777 0.3002 -0.8150 0.22 1.49 1.49
H 0.5832 0.1481 2.1393 0.57 -0.37 -0.12
H 1.1676 2.1698 1.4563 -0.54 -0.01 0.08
H 1.7677 -0.8773 0.0633 0.17 0.08 0.12
H -0.7025 -1.2350 0.6425 0.16 -0.07 -0.17
H -0.9880 -1.3166 -2.3086 -0.15 -0.04 0.32
H -0.3253 -2.4901 -1.4189 -0.14 0.06 0.17
H -2.1682 0.7271 -1.2523 0.09 0.05 -0.10
H -1.7366 1.0068 0.4963 0.30 0.09 -0.09
H 1.4906 1.5918 -0.5652 0.05 -0.17 -0.03
```
Positions in Å, forces in eV/Å.

Values from the calculation:
Net charge = 0
E = -11818.9320 eV
SMILES string = N[C@@H]1CN1[C@@H](O)NO
Highest occupied orbital energy = -9.226 eV
ΔE to the lowest compared entry with this formula, charge and spin = 118.2 kcal/mol
Frontier orbital gap = 9.89 eV
Maximum force = 0.0412 hartree/bohr

6.
ORCA calculation (ωB97M-V/def2-TZVPD) on 2 unconnected molecules or ions with the total composition C3H9N3O2.

XYZ file:
```
17
Properties=species:S:1:pos:R:3:forces:R:3
C -0.3605 0.2045 1.6671 0.24 -0.02 0.12
C 1.4070 0.5105 -0.2396 -1.26 2.68 2.16
N 1.9895 -0.6326 0.1819 -0.02 -0.73 0.22
O -0.0048 0.8663 0.4634 2.17 -0.73 -0.96
N 1.9713 1.4923 -0.7853 -0.56 -0.64 -0.21
H 2.9788 -0.6469 -0.0274 -0.14 0.03 -0.07
H 1.4910 -1.4610 -0.1252 0.15 0.12 0.06
H 1.3888 2.3255 -0.7521 0.06 -0.11 0.11
H -0.0511 0.8123 2.5214 0.07 -0.12 0.04
H -1.4493 0.0966 1.7124 0.05 0.12 -0.20
H 0.0683 -0.7983 1.7674 0.09 0.18 -0.11
N -2.1798 -0.7492 -0.8720 0.34 0.53 0.53
C -1.0041 -0.1567 -1.2265 0.94 -2.55 -2.57
O 0.0266 -0.8527 -1.4485 -2.45 1.10 0.37
H -2.9982 -0.1815 -0.7111 0.16 -0.08 0.06
H -2.1294 -1.6494 -0.4177 -0.03 0.06 -0.12
H -1.1440 0.8204 -1.7082 0.21 0.16 0.57
```
Positions in Å, forces in eV/Å.

Values from the calculation:
Net charge = 0
E = -11820.8434 eV
SMILES string = [H]/N=C(/N)OC.NC=O
Highest occupied orbital energy = -9.367 eV
ΔE to the lowest compared entry with this formula, charge and spin = 74.2 kcal/mol
Frontier orbital gap = 10.17 eV
Maximum force = 0.0726 hartree/bohr